Entry from the Open Molecules 2025 dataset: a cluster of 2 separate species, CHCl4P in total (the ωB97M-V functional and the def2-TZVPD basis).

## Properties
Maximum force: 0.0421 hartree/bohr
ΔE to the lowest compared entry with this formula, charge and spin: 1.310 eV
Calculated total energy: -60430.13592 eV

Bonds (Å) are listed after each position.
Positions of all 7 atoms, in Å:
1 C -0.784 -0.273 -0.270  Cl3 1.746, Cl4 1.679, H7 1.098
2 P -1.571 3.104 -1.235  Cl5 2.030, Cl6 2.040
3 Cl -2.476 -0.437 -0.666  C1 1.746
4 Cl 0.415 -0.100 -1.433  C1 1.679
5 Cl -3.483 2.460 -1.008  P2 2.030
6 Cl -0.890 3.208 0.685  P2 2.040
7 H -0.823 0.166 0.736  C1 1.098